Record 1
# C24H35FN8O7

The molecule C24H35FN8O7 (ωB97M-V with the def2-TZVPD basis set, the OMol25 dataset).

```
! wB97M-V def2-TZVPD RIJCOSX def2/J DEFGRID3
* xyz 0 1
N -3.81 -2.27 -0.15
C -3.29 -3.15 -1.19
C -1.78 -3.01 -1.34
C -1.02 -3.58 -0.15
C 0.51 -3.58 -0.34
C 1.23 -2.42 0.38
N 0.98 -2.50 1.80
C 0.89 -1.50 2.71
O 0.42 -1.70 3.82
C 1.49 -0.18 2.32
C 2.77 -0.18 1.83
C 3.43 1.01 1.50
N 4.68 0.97 0.87
O 5.10 2.01 0.36
O 5.27 -0.09 0.79
C 2.81 2.24 1.76
C 1.56 2.23 2.30
F 0.95 3.41 2.57
C 0.81 1.05 2.56
N -0.45 1.19 2.98
C -1.54 0.26 2.90
C -2.84 1.03 2.66
C -2.83 1.84 1.36
C -3.04 0.98 0.11
C -2.56 1.68 -1.18
C -3.10 3.11 -1.25
N -4.41 3.19 -1.56
O -2.41 4.08 -1.01
N -1.12 1.73 -1.24
C -0.39 0.79 -1.87
O -0.87 -0.03 -2.62
C 1.12 0.83 -1.57
C 1.93 1.13 -2.83
C 3.40 1.44 -2.56
C 4.27 0.21 -2.29
N 5.56 0.49 -2.09
O 3.84 -0.93 -2.28
N 1.49 -0.47 -1.04
C 0.72 -1.08 -0.14
O -0.31 -0.58 0.30
H -4.81 -2.39 -0.07
H -3.40 -2.51 0.75
H -3.77 -2.84 -2.13
H -3.54 -4.21 -1.01
H -1.48 -3.54 -2.25
H -1.53 -1.96 -1.48
H -1.26 -3.01 0.75
H -1.35 -4.61 0.01
H 0.75 -3.52 -1.40
H 0.94 -4.51 0.04
H 2.30 -2.50 0.16
H 0.61 -3.38 2.14
H 3.30 -1.11 1.68
H 3.31 3.17 1.53
H -0.72 2.14 3.19
H -1.35 -0.42 2.08
H -1.61 -0.32 3.83
H -3.02 1.70 3.50
H -3.67 0.31 2.63
H -3.62 2.59 1.40
H -1.89 2.38 1.27
H -4.09 0.70 0.01
H -2.46 0.06 0.19
H -2.89 1.10 -2.05
H -4.95 2.38 -1.80
H -4.84 4.10 -1.62
H -0.68 2.42 -0.65
H 1.32 1.59 -0.80
H 1.84 0.29 -3.51
H 1.48 2.00 -3.32
H 3.83 1.94 -3.43
H 3.50 2.12 -1.71
H 5.86 1.43 -1.87
H 6.16 -0.26 -1.77
H 2.29 -0.93 -1.48
*
```

Values from the calculation:
Orbital gap in Eh: 0.2830
Energy in Eh: -2000.203901
SMILES: NCCCC[C@@H]1NC(=O)c2cc([N+](=O)[O-])cc(F)c2NCCCC[C@@H](C(N)=O)NC(=O)[C@H](CCC(N)=O)NC1=O
Relative energy (zero: lowest compared OMol25 entry of this formula, charge and spin) in eV: 0.0000
LUMO level in eV: -0.593



Record 2
# C5H14

A cluster of 2 separate species, C5H14 in total (ωB97M-V with the def2-TZVPD basis set, the OMol25 dataset).

```
! wB97M-V def2-TZVPD RIJCOSX def2/J DEFGRID3
* xyz 0 1
C -0.24 1.99 2.40
C -0.06 0.53 1.87
C 1.34 -0.09 1.96
H 0.48 2.64 1.97
H -1.16 2.50 2.24
H -0.18 1.95 3.50
H -0.80 -0.14 2.37
H -0.44 0.31 0.89
H 1.70 -0.72 2.84
H 1.46 -0.84 1.11
H 2.08 0.71 1.91
C -0.18 -1.73 -2.60
C -0.87 -0.47 -3.10
H -0.41 -2.60 -3.13
H 0.87 -1.54 -2.88
H -0.33 -1.94 -1.52
H -1.08 -0.41 -4.11
H -0.20 0.40 -2.83
H -1.97 -0.56 -2.89
*
```

Values from the calculation:
Orbital gap in Eh: 0.4386
Energy in Eh: -198.839735
SMILES: CCC.CC
Relative energy (zero: lowest compared OMol25 entry of this formula, charge and spin) in eV: 1.3448
LUMO level in eV: 1.044



Record 3
# C4H12

A cluster of 2 separate species, C4H12 in total (ωB97M-V with the def2-TZVPD basis set, the OMol25 dataset).

```
! wB97M-V def2-TZVPD RIJCOSX def2/J DEFGRID3
* xyz 1 2
C -0.58 1.59 -0.84
C -0.89 2.46 0.38
H -0.12 2.12 -1.68
H 0.15 0.83 -0.43
H -1.49 1.09 -1.17
H 0.00 2.95 0.76
H -1.42 1.94 1.21
H -1.71 3.14 -0.06
C 1.15 -2.20 -0.42
C 0.33 -1.85 0.88
H 1.10 -1.41 -1.15
H 2.19 -2.33 -0.20
H 0.58 -3.05 -0.86
H -0.70 -1.57 0.65
H 0.69 -0.91 1.33
H 0.53 -2.71 1.46
*
```

Values from the calculation:
⟨S²⟩: 0.75
Orbital gap (spin up / spin down) in Eh: 0.4409 / 0.1308
Energy in Eh: -159.139016
Relative energy (zero: lowest compared OMol25 entry of this formula, charge and spin) in eV: 0.8387
LUMO level (spin up / spin down) in eV: -3.473 / -11.742



Record 4
# C15H23N3O6PS3

A structure of composition C15H23N3O6PS3 (ωB97M-V with the def2-TZVPD basis set, the OMol25 dataset).

```
! wB97M-V def2-TZVPD RIJCOSX def2/J DEFGRID3
* xyz 1 1
C -3.74 4.90 1.12
P -3.73 3.10 1.51
C -5.51 2.70 1.44
S -2.83 2.37 -0.32
O -3.78 2.46 -1.41
O -1.68 3.19 -0.49
N -2.24 0.85 -0.17
S -3.26 -0.27 0.25
O -3.93 -0.08 1.49
O -2.50 -1.49 0.24
S -4.83 -0.62 -1.23
C -4.29 -0.06 -2.83
O -6.05 0.00 -0.85
O -4.93 -2.04 -1.28
H -2.73 5.26 1.04
H -4.28 5.04 0.19
H -4.31 5.38 1.90
H -5.98 3.19 0.60
H -5.66 1.63 1.43
H -5.94 3.09 2.35
H -4.62 -0.76 -3.57
H -3.22 0.09 -2.79
H -4.75 0.91 -2.97
C 7.54 -0.07 -2.22
N 6.33 -0.51 -1.50
C 6.24 -0.29 -0.17
C 5.12 -0.65 0.53
C 4.05 -1.24 -0.14
C 4.17 -1.47 -1.51
C 5.32 -1.10 -2.16
C 2.79 -1.59 0.57
C 1.59 -1.05 0.15
C 0.42 -1.41 0.79
N 0.44 -2.28 1.80
C 1.59 -2.81 2.25
C 2.79 -2.48 1.65
C -0.86 -2.64 2.40
H 8.41 -0.54 -1.76
H 7.61 1.02 -2.14
H 7.47 -0.36 -3.26
H 7.09 0.18 0.30
H 5.08 -0.45 1.59
H 3.38 -1.94 -2.07
H 5.45 -1.25 -3.22
H 1.54 -0.35 -0.67
H -0.56 -1.02 0.49
H 1.53 -3.50 3.08
H 3.70 -2.93 2.02
H -0.86 -2.40 3.46
H -1.06 -3.70 2.24
H -1.53 -2.01 1.84
*
```

Values from the calculation:
Orbital gap in Eh: 0.1412
Energy in Eh: -2736.643835
LUMO level in eV: -5.539



Record 5
# C35H28F3N5O4OsSb

A structure of composition C35H28F3N5O4OsSb (ωB97M-V with the def2-TZVPD basis set, the OMol25 dataset).

```
! wB97M-V def2-TZVPD RIJCOSX def2/J DEFGRID3
* xyz 3 5
Os -1.12 -0.52 0.66
O 0.43 0.88 0.53
C 0.29 2.13 0.43
C -0.89 2.87 0.24
C -0.77 4.27 0.12
C -1.88 5.00 -0.18
C -3.12 4.40 -0.41
C -3.26 3.03 -0.28
C -2.16 2.25 0.08
O -2.34 0.95 0.26
N -1.75 6.48 -0.28
O -2.74 7.08 -0.62
O -0.66 6.94 -0.02
H 1.22 2.71 0.46
H 0.18 4.77 0.27
H -3.96 5.03 -0.68
H -4.21 2.55 -0.45
N -1.44 -3.59 -0.32
C -2.65 -3.00 -0.02
C -3.82 -3.69 -0.36
C -5.03 -3.19 0.03
C -5.08 -2.01 0.80
C -3.91 -1.37 1.06
N -2.69 -1.83 0.63
C -0.17 -3.34 0.13
C 0.80 -4.34 -0.01
C 2.06 -4.14 0.47
C 2.38 -2.93 1.09
C 1.41 -1.98 1.18
N 0.14 -2.16 0.69
H -1.53 -4.48 -0.79
H -3.75 -4.61 -0.93
H -5.94 -3.70 -0.23
H -6.01 -1.61 1.16
H -3.89 -0.43 1.60
H 0.52 -5.28 -0.48
H 2.81 -4.92 0.37
H 3.36 -2.75 1.51
H 1.60 -1.02 1.65
F 5.83 5.01 3.35
C 5.33 4.13 2.50
C 4.28 3.33 2.92
C 3.76 2.40 2.03
C 4.29 2.30 0.74
C 5.35 3.12 0.34
C 5.87 4.05 1.23
Sb 3.62 0.85 -0.61
C 5.31 -0.33 -0.92
C 5.57 -0.96 -2.15
C 6.72 -1.71 -2.29
C 7.57 -1.84 -1.20
F 8.66 -2.58 -1.34
C 7.32 -1.24 0.02
C 6.17 -0.50 0.17
C 3.11 1.90 -2.34
C 2.97 3.29 -2.25
C 2.64 4.02 -3.38
C 2.42 3.34 -4.56
F 2.08 4.03 -5.64
C 2.52 1.96 -4.67
C 2.85 1.23 -3.54
H 3.90 3.44 3.92
H 2.95 1.76 2.35
H 5.77 3.04 -0.65
H 6.69 4.70 0.95
H 4.91 -0.85 -2.99
H 6.97 -2.19 -3.23
H 8.03 -1.37 0.83
H 5.97 -0.02 1.12
H 3.17 3.82 -1.32
H 2.56 5.10 -3.36
H 2.34 1.48 -5.62
H 2.92 0.16 -3.61
N -1.25 -0.20 3.06
H -2.09 -0.64 3.44
H -1.32 0.79 3.27
H -0.47 -0.57 3.60
*
```

Values from the calculation:
⟨S²⟩: 6.02
Orbital gap (spin up / spin down) in Eh: 0.2648 / 0.2080
Energy in Eh: -2554.734931
Relative energy (zero: lowest compared OMol25 entry of this formula, charge and spin) in eV: 0.0000
LUMO level (spin up / spin down) in eV: -8.757 / -10.511



Record 6
# C27H61InN4O5P

A structure of composition C27H61InN4O5P (ωB97M-V with the def2-TZVPD basis set, the OMol25 dataset).

```
! wB97M-V def2-TZVPD RIJCOSX def2/J DEFGRID3
* xyz -1 1
C -6.41 1.66 -0.12
C -6.27 0.45 0.83
C -4.84 -0.09 0.96
O -4.05 0.73 1.77
In -2.01 0.22 1.73
C -0.74 1.89 2.44
C -0.15 2.85 1.35
C 1.40 2.88 1.43
C 2.10 3.92 0.50
C 3.29 3.42 -0.38
C 3.20 2.05 -1.05
C 2.07 1.89 -2.05
O 2.45 2.65 -3.20
C 1.48 2.56 -4.23
C -1.80 -1.40 3.30
C -0.42 -1.30 3.87
C -0.28 -0.86 5.32
N 0.61 -1.58 3.14
P -1.43 -0.52 -0.61
C -2.39 0.50 -1.84
C -2.87 1.86 -1.31
C -2.03 -2.25 -0.95
C -1.30 -3.29 -0.06
H -5.52 1.77 -0.76
H -6.52 2.60 0.43
H -7.30 1.57 -0.75
H -6.63 0.74 1.83
H -6.92 -0.36 0.46
H -4.43 -0.20 -0.07
H -4.91 -1.11 1.38
H -1.39 2.46 3.11
H 0.09 1.48 3.03
H -0.52 2.59 0.35
H -0.50 3.88 1.54
H 1.83 1.88 1.31
H 1.60 3.18 2.47
H 2.54 4.68 1.16
H 1.35 4.46 -0.10
H 3.42 4.15 -1.20
H 4.21 3.49 0.23
H 4.12 1.91 -1.63
H 3.17 1.24 -0.31
H 2.01 0.83 -2.35
H 1.10 2.20 -1.66
H 0.52 2.97 -3.88
H 1.84 3.16 -5.08
H 1.36 1.52 -4.54
H -2.54 -1.22 4.09
H -1.93 -2.39 2.87
H -0.52 -1.67 6.01
H -0.92 0.01 5.51
H 0.76 -0.55 5.52
H 1.47 -1.47 3.68
H -1.73 0.67 -2.70
H -3.23 -0.10 -2.22
H -2.07 2.61 -1.38
H -3.19 1.83 -0.26
H -3.72 2.24 -1.90
H -3.11 -2.35 -0.76
H -1.87 -2.51 -2.01
H -1.85 -3.49 0.86
H -0.28 -2.98 0.17
H -1.23 -4.24 -0.60
C 6.86 2.48 -2.07
C 8.08 2.17 -1.22
O 8.13 2.41 -0.03
N 9.14 1.59 -1.85
C 9.27 1.23 -3.25
H 6.10 2.92 -1.44
H 7.12 3.18 -2.86
H 6.46 1.56 -2.51
H 9.92 1.41 -1.24
H 9.45 0.16 -3.35
H 10.11 1.76 -3.70
H 8.37 1.48 -3.79
C 0.46 -2.88 -4.59
C 1.46 -1.78 -4.87
O 1.19 -0.61 -4.67
N 2.68 -2.15 -5.34
C 3.17 -3.48 -5.62
H -0.45 -2.42 -4.22
H 0.23 -3.43 -5.51
H 0.84 -3.57 -3.84
H 3.30 -1.37 -5.49
H 4.05 -3.70 -5.01
H 3.46 -3.57 -6.67
H 2.41 -4.22 -5.41
C -5.55 -5.04 5.41
C -5.33 -3.85 4.50
O -5.58 -3.90 3.31
N -4.84 -2.72 5.07
C -4.49 -2.50 6.46
H -5.94 -5.85 4.80
H -4.61 -5.36 5.86
H -6.27 -4.80 6.19
H -4.70 -1.95 4.43
H -5.08 -1.68 6.88
H -3.43 -2.24 6.54
H -4.67 -3.40 7.05
*
```

Values from the calculation:
Orbital gap in Eh: 0.2091
Energy in Eh: -2192.087849
LUMO level in eV: 2.018



Record 7
# C26H19FN2O3Ru

A structure of composition C26H19FN2O3Ru (ωB97M-V with the def2-TZVPD basis set, the OMol25 dataset).

```
! wB97M-V def2-TZVPD RIJCOSX def2/J DEFGRID3
* xyz -1 2
Ru 0.08 -0.96 -0.12
C -1.94 -2.44 3.01
C -0.45 -2.45 2.70
C 0.38 -2.83 3.91
O -0.12 -1.12 2.27
C -0.23 -3.46 1.54
O -0.19 -4.65 1.82
O -0.18 -2.97 0.35
H -2.14 -1.83 3.90
H -2.28 -3.46 3.19
H -2.49 -2.02 2.17
H 0.20 -2.13 4.73
H 1.44 -2.85 3.67
H 0.11 -3.84 4.23
H 0.77 -0.90 2.56
N -5.14 7.60 0.18
C -4.55 6.62 0.14
C -3.81 5.38 0.10
C -2.97 5.11 -0.97
C -2.26 3.93 -1.01
C -2.36 2.99 0.03
C -3.21 3.28 1.11
C -3.93 4.46 1.14
C -1.61 1.78 -0.01
C -0.97 0.75 -0.01
H -2.88 5.83 -1.78
H -1.60 3.71 -1.84
H -3.30 2.57 1.91
H -4.58 4.68 1.98
F 0.36 -1.60 -6.24
C 0.24 -1.47 -4.89
C -0.58 -0.49 -4.39
C -0.68 -0.35 -3.00
C 0.02 -1.19 -2.13
C 0.83 -2.18 -2.70
C 0.95 -2.33 -4.08
H -1.13 0.16 -5.07
H -1.33 0.42 -2.60
H 1.37 -2.87 -2.06
H 1.58 -3.09 -4.52
N 7.44 -0.14 0.14
C 6.30 -0.25 0.11
C 4.87 -0.39 0.09
C 4.13 0.16 -0.96
C 2.75 0.02 -0.98
C 2.06 -0.66 0.04
C 2.84 -1.22 1.07
C 4.22 -1.09 1.10
H 4.64 0.68 -1.76
H 2.19 0.45 -1.80
H 2.38 -1.82 1.84
H 4.79 -1.53 1.90
*
```

Values from the calculation:
⟨S²⟩: 0.76
Orbital gap (spin up / spin down) in Eh: 0.2679 / 0.2623
Energy in Eh: -1532.165568
Relative energy (zero: lowest compared OMol25 entry of this formula, charge and spin) in eV: 0.0000
LUMO level (spin up / spin down) in eV: 2.040 / 1.993



Record 8
# C29H17F5MoN2O6SSe

A structure of composition C29H17F5MoN2O6SSe (ωB97M-V with the def2-TZVPD basis set, the OMol25 dataset).

```
! wB97M-V def2-TZVPD RIJCOSX def2/J DEFGRID3
* xyz -1 4
Mo 0.15 0.64 -0.11
C -1.17 3.84 -2.93
O -2.06 2.95 -3.61
C -2.80 2.08 -2.87
C -4.10 1.88 -3.27
C -4.95 0.99 -2.61
C -4.47 0.31 -1.51
C -3.14 0.48 -1.08
C -2.74 -0.30 0.06
N -1.58 -0.32 0.62
N -1.43 -1.18 1.70
C -0.19 -1.19 2.08
O 0.76 -0.49 1.54
C 0.18 -2.03 3.25
C 1.42 -1.84 3.86
C 1.77 -2.60 4.96
C 0.90 -3.56 5.46
C -0.34 -3.75 4.85
C -0.70 -2.98 3.75
C -2.27 1.35 -1.78
O -1.01 1.51 -1.48
H -1.04 4.69 -3.60
H -0.21 3.37 -2.71
H -1.61 4.18 -1.99
H -4.45 2.44 -4.13
H -5.96 0.85 -2.94
H -5.11 -0.37 -0.97
H -3.49 -0.95 0.50
H 2.09 -1.10 3.45
H 2.74 -2.45 5.43
H 1.18 -4.15 6.32
H -1.02 -4.50 5.23
H -1.65 -3.12 3.27
S 2.45 1.81 -1.33
C 1.97 0.29 -0.99
F 2.25 7.54 -0.79
C 1.68 6.45 -0.27
C 2.45 5.49 0.37
F 3.78 5.67 0.46
C 1.86 4.37 0.91
F 2.65 3.50 1.54
C 0.49 4.15 0.83
Se -0.33 2.59 1.58
C -0.26 5.13 0.20
F -1.59 5.02 0.09
C 0.31 6.27 -0.35
F -0.45 7.19 -0.95
O 3.92 -2.94 -1.95
C 2.89 -3.76 -1.61
C 3.05 -5.13 -1.57
C 1.99 -5.98 -1.24
C 0.75 -5.43 -0.95
C 0.57 -4.07 -0.98
C 1.63 -3.17 -1.29
C 1.34 -1.80 -1.29
O 2.37 -0.86 -1.46
O 0.18 -1.28 -1.08
H 4.69 -3.49 -2.14
H 4.03 -5.54 -1.81
H 2.15 -7.05 -1.21
H -0.08 -6.07 -0.69
H -0.39 -3.63 -0.74
*
```

Values from the calculation:
⟨S²⟩: 3.82
Orbital gap (spin up / spin down) in Eh: 0.1939 / 0.2499
Energy in Eh: -5043.478832
Relative energy (zero: lowest compared OMol25 entry of this formula, charge and spin) in eV: 1.0407
LUMO level (spin up / spin down) in eV: 2.284 / 1.460



Record 9
# CH3IN5

A cluster of 2 separate species, CH3IN5 in total (ωB97M-V with the def2-TZVPD basis set, the OMol25 dataset).

```
! wB97M-V def2-TZVPD RIJCOSX def2/J DEFGRID3
* xyz 1 1
C -0.17 -1.12 -1.24
N -1.13 -1.67 -0.46
N 0.19 0.07 -0.78
N -1.31 -0.89 0.57
N -0.59 0.17 0.34
N -0.52 1.17 1.20
I 3.93 1.01 -0.54
H 0.13 -1.41 -2.16
H 0.31 1.82 1.00
H -0.83 0.85 2.08
*
```

Values from the calculation:
Orbital gap (spin up / spin down) in Eh: 0.1100 / 0.1091
Energy in Eh: -610.877952
Relative energy (zero: lowest compared OMol25 entry of this formula, charge and spin) in eV: 2.5762
LUMO level (spin up / spin down) in eV: -10.171 / -10.192



Record 10
# C5H8N4O

The molecule C5H8N4O (ωB97M-V with the def2-TZVPD basis set, the OMol25 dataset).

```
! wB97M-V def2-TZVPD RIJCOSX def2/J DEFGRID3
* xyz 0 1
C -2.65 -0.15 0.82
C 1.78 -0.85 -0.39
C 0.70 0.05 -0.02
C 3.13 -0.70 0.25
C -1.79 1.63 -0.76
N -2.13 -1.14 1.47
N -0.87 -1.26 1.11
N -0.57 -0.32 0.22
N -1.71 0.42 0.00
O 1.30 0.16 -1.27
H -3.66 0.19 0.87
H 1.53 -1.86 -0.71
H -2.83 1.92 -0.85
H 3.92 -1.03 -0.42
H 3.15 -1.32 1.16
H 3.30 0.34 0.53
H -1.22 2.43 -0.27
H -1.37 1.47 -1.75
*
```

Values from the calculation:
Orbital gap (spin up / spin down) in Eh: 0.2782 / 0.2783
Energy in Eh: -489.393415
Relative energy (zero: lowest compared OMol25 entry of this formula, charge and spin) in eV: 6.4093
LUMO level (spin up / spin down) in eV: 0.499 / 0.499



Record 11
# CH3NO2

The molecule CH3NO2 (ωB97M-V with the def2-TZVPD basis set, the OMol25 dataset).

```
! wB97M-V def2-TZVPD RIJCOSX def2/J DEFGRID3
* xyz 0 1
C 0.00 -0.24 0.32
N 0.17 0.02 -0.93
O 1.04 -1.98 -0.97
O 0.70 -1.00 -1.71
H 0.39 -1.27 0.49
H -0.14 0.46 1.19
H -0.01 0.92 -1.53
*
```

Values from the calculation:
Orbital gap (spin up / spin down) in Eh: 0.3064 / 0.3065
Energy in Eh: -244.898351
Relative energy (zero: lowest compared OMol25 entry of this formula, charge and spin) in eV: 7.6405
LUMO level (spin up / spin down) in eV: 0.380 / 0.381